An isolated molecule of C3H7NOSi in a non-equilibrium geometry. Source: OMol25; level of theory: wB97M-V/def2-TZVPD.

Structure (SMILES) = O=C1C[SiH2]CN1
Charge = 0
Total energy = -537.963340 Eh
Maximum force = 3.77 eV/A
Kohn-Sham gap = 10.3507 eV

The geometry in XYZ format:
```
13
C3H7NOSi, DFT wB97M-V/def2-TZVPD
C 0.54126 -0.88900 1.00119
C -0.66341 0.13820 1.24885
C 0.56520 0.33469 -1.11782
N 1.15280 -0.56805 -0.13492
O 0.87729 -1.81614 1.69412
Si -1.18465 0.78847 -0.47078
H -1.32742 -0.44867 1.84923
H -0.13349 0.82600 1.78137
H 1.24110 1.04854 -1.32976
H 2.05222 -0.80476 -0.45945
H -2.01886 -0.33749 -1.05423
H 0.59036 -0.30769 -1.97923
H -1.69240 2.03590 -1.02857
```

A cluster of 2 separate species, C3H7NOSi in total in a non-equilibrium geometry. Source: OMol25; level of theory: wB97M-V/def2-TZVPD.

Structure (SMILES) = CC[SiH]=O.C#N
Charge = 0
Total energy = -537.939868 Eh
Maximum force = 3.80 eV/A
Kohn-Sham gap = 10.1245 eV

The geometry in XYZ format:
```
13
C3H7NOSi, DFT wB97M-V/def2-TZVPD
C -3.03626 0.58206 0.13281
C 1.03101 1.16613 0.08647
C 1.11595 -0.25717 -0.50758
N -3.41193 1.64105 0.31560
O -0.98898 -2.24399 -0.05347
Si 0.39504 -1.82220 0.34898
H 1.23595 1.16408 1.14488
H 1.78030 1.84841 -0.52039
H -0.00245 1.59014 -0.07197
H -2.47537 -0.26806 -0.22935
H 0.83794 -0.36864 -1.61964
H 2.33665 -0.49415 -0.45560
H 1.18216 -2.53765 1.42926
```

A structure of composition C3H7NOSn in a non-equilibrium geometry. Source: OMol25; level of theory: wB97M-V/def2-TZVPD.

Charge = +2
Total energy = -461.987781 Eh
Maximum force = 1.76 eV/A
Kohn-Sham gap = 3.1423 eV

The geometry in XYZ format:
```
13
C3H7NOSn, DFT wB97M-V/def2-TZVPD
Sn -5.29885 -0.67319 0.12567
C -0.05792 1.17655 -1.44154
C -0.08277 0.06998 -0.43599
O -1.05580 -0.67651 -0.29030
N 0.94997 -0.07846 0.40919
C 0.98155 -1.02589 1.49716
H -0.52473 2.06682 -1.02011
H -0.57577 0.89353 -2.35796
H 0.91159 1.51019 -1.81144
H 1.79398 0.46146 0.28178
H 0.87918 -1.94077 0.91353
H 0.13428 -0.74708 2.12365
H 1.94526 -1.03658 2.00631
```

A structure of composition C3H7NP2 in a non-equilibrium geometry. Source: OMol25; level of theory: wB97M-V/def2-TZVPD.

Charge = 0
Spin multiplicity = 3
Total energy = -855.802757 Eh
Maximum force = 4.44 eV/A
Kohn-Sham gap (alpha / beta) = 8.8832 / 6.0250 eV

The geometry in XYZ format:
```
13
C3H7NP2, DFT wB97M-V/def2-TZVPD
C -0.01196 0.91003 -1.13204
C -0.87001 1.50094 0.03805
C 0.72886 -1.89817 -0.15152
N -0.30341 0.60590 1.08314
P 3.06106 0.39816 0.11559
P 1.05173 0.02015 0.00488
H 0.31176 1.67777 -1.90971
H -0.58187 2.50476 0.30111
H -1.99090 1.52110 0.01984
H 0.80424 -2.35873 0.75262
H 1.64164 -2.24609 -0.73094
H -0.22644 -2.10452 -0.68244
H -0.12750 1.17333 1.90511
```

An isolated molecule of C3H7NS in a non-equilibrium geometry. Source: OMol25; level of theory: wB97M-V/def2-TZVPD.

Structure (SMILES) = SC1CNC1
Charge = 0
Total energy = -571.389344 Eh
Maximum force = 2.74 eV/A
Kohn-Sham gap = 9.9443 eV

The geometry in XYZ format:
```
12
C3H7NS, DFT wB97M-V/def2-TZVPD
C -0.18408 0.47973 0.09000
C 0.63873 0.42924 -1.14048
C -1.11520 -0.53159 -0.60230
H -0.07304 0.82482 2.35376
H -0.58847 1.46980 0.41164
H 1.58772 -0.12744 -1.01469
H 0.94939 1.39360 -1.57856
H -0.23707 -1.07858 -2.43902
H -1.03336 -1.56944 -0.14270
H -2.11828 -0.21159 -0.51920
N -0.45561 -0.20310 -1.90228
S 0.54160 -0.09648 1.63509
```

A cluster of 2 separate species, C3H7NS in total in a non-equilibrium geometry. Source: OMol25; level of theory: wB97M-V/def2-TZVPD.

Charge = 0
Total energy = -571.235078 Eh
Maximum force = 3.18 eV/A
Kohn-Sham gap (alpha / beta) = 8.0063 / 8.6552 eV

The geometry in XYZ format:
```
12
C3H7NS, DFT wB97M-V/def2-TZVPD
C -0.73245 0.25214 0.06449
C 1.41841 -1.52891 -0.36044
C -0.21363 1.62992 -0.18325
N -1.46602 -0.17016 1.18059
S -2.21498 -0.47267 -0.47048
H 2.00245 -0.56708 -0.45387
H 1.41153 -2.13352 -1.23523
H 1.18189 -2.03418 0.50838
H -0.52558 1.84747 -1.21910
H 0.95093 1.66594 -0.26945
H -0.56111 2.43597 0.64640
H -1.25144 -0.92492 1.79197
```

A cluster of 2 separate species, C3H7NS in total. Source: OMol25; level of theory: wB97M-V/def2-TZVPD.

Charge = 0
Total energy = -571.287343 Eh
Maximum force = 0.86 eV/A
Kohn-Sham gap (alpha / beta) = 7.3398 / 8.5832 eV

The geometry in XYZ format:
```
12
C3H7NS, DFT wB97M-V/def2-TZVPD
C 0.81715 -1.70432 0.16466
C -0.35568 -1.17395 -0.23336
C 0.91801 1.71805 -0.20166
N -0.96066 -0.17690 0.44382
S -2.41234 0.36532 -0.07756
H 1.26160 -2.51241 -0.38265
H 1.33866 -1.32040 1.02331
H -0.83428 -1.58471 -1.12274
H 0.24453 2.41898 -0.64546
H 1.13127 1.78739 0.84244
H 1.47985 1.05149 -0.81663
H -2.62810 1.13145 1.00582
```

A cluster of 2 separate species, C3H7NS in total in a non-equilibrium geometry. Source: OMol25; level of theory: wB97M-V/def2-TZVPD.

Charge = 0
Total energy = -571.260774 Eh
Maximum force = 5.71 eV/A
Kohn-Sham gap (alpha / beta) = 8.5209 / 8.5201 eV

The geometry in XYZ format:
```
12
C3H7NS, DFT wB97M-V/def2-TZVPD
C 1.41275 -1.21758 0.51517
C 0.66069 -1.16795 -0.50794
C -0.56897 1.41893 -0.40549
N -1.11365 0.08933 -0.64962
S -2.19834 -0.42854 0.51526
H 2.42522 -1.60291 0.29890
H 1.42562 -0.66312 1.46008
H 0.80510 -1.58857 -1.56097
H -1.46978 2.05734 -0.36257
H -0.10339 1.62189 0.59915
H 0.07482 1.51071 -1.30917
H -1.35005 -0.02952 1.40721
```